one) Density functional theory data (ωB97M-V/def2-TZVPD) for a single C4H10N2O molecule.

CARTESIAN COORDINATES (ANGSTROEM)
C 0.48993 1.26975 1.69253
C 0.55440 0.81969 0.24477
C 1.82213 0.01805 -0.03152
O 2.62816 0.27065 -0.88148
N -0.71726 0.18234 -0.13942
C -0.62913 -0.91894 -1.12214
N -1.93141 -1.49272 -1.44925
H 0.03930 0.53269 2.35616
H 1.47043 1.58259 2.05045
H -0.08914 2.19286 1.77610
H 0.65418 1.65011 -0.47236
H 1.88454 -0.94011 0.52085
H -1.21190 -0.24459 0.63293
H 0.05753 -1.68429 -0.74376
H -0.18836 -0.65419 -2.08800
H -2.37137 -1.90954 -0.63556
H -2.46201 -0.67435 -1.71030

lowest unoccupied orbital energy = 0.9 eV
HOMO energy = -9.080 eV

=====

two) Density functional theory data (ωB97M-V/def2-TZVPD) for a single C4H10N2O molecule.

CARTESIAN COORDINATES (ANGSTROEM)
C 0.93248 -2.40919 0.03534
C 1.16370 -0.91337 0.16435
C -0.00330 -0.11086 -0.38169
N 0.20865 1.32071 -0.22441
C -0.76653 2.22990 0.15703
N -2.07292 1.81320 0.10582
O -0.46085 3.34235 0.54254
H 0.78515 -2.66983 -1.01316
H 1.83537 -2.94897 0.32841
H 0.09862 -2.74702 0.64739
H 2.09934 -0.60590 -0.30616
H 1.24576 -0.63235 1.22315
H -0.15657 -0.35293 -1.44328
H -0.93493 -0.43054 0.10095
H 1.06695 1.54930 0.26135
H -2.32521 0.98654 -0.40105
H -2.71572 2.57896 0.20342

lowest unoccupied orbital energy = 0.9 eV
HOMO energy = -9.557 eV

=====

Energy above the most stable structure, in kJ/mol: one) 183.5; two) 0.0

=====

one) Density functional theory data (ωB97M-V/def2-TZVPD) for 2 unconnected molecules or ions with the total composition C4H10N2O.

CARTESIAN COORDINATES (ANGSTROEM)
H 0.97289 -0.50540 -2.12933
N 1.50348 -0.57898 -1.26927
C 0.87870 -0.68505 -0.17158
C 1.52815 -0.94778 1.15378
H -0.22622 -1.31737 -0.15130
H 2.33650 -0.23205 1.30213
H 1.93666 -1.95983 1.15258
H 0.81911 -0.85311 1.97381
C -0.58519 1.76642 -0.88581
N -0.54457 0.81371 0.20910
C -1.32962 -0.26958 0.08908
O -1.99619 -0.67846 1.19608
H -1.59580 1.91952 -1.28220
H -0.19810 2.72918 -0.54769
H 0.04462 1.44185 -1.72881
H -1.87582 -0.52885 -0.82736
H -1.66862 -0.11423 1.91679

lowest unoccupied orbital energy = 0.4 eV
HOMO energy = -8.120 eV

=====

two) Density functional theory data (ωB97M-V/def2-TZVPD) for a single C4H10N2O molecule.

CARTESIAN COORDINATES (ANGSTROEM)
N -1.37506 -1.01399 -1.69402
C -1.42000 -0.16173 -0.50749
C -0.04233 0.46074 -0.22504
N -0.12112 1.71285 0.51971
C 0.93657 -0.51251 0.40730
C 2.05051 0.02730 1.34557
O 2.21932 -0.42170 2.44231
H -1.76433 -1.92502 -1.74711
H -0.50994 -0.92823 -2.20161
H -1.72836 -0.78854 0.33186
H -2.07046 0.68095 -0.76745
H 0.40283 0.71493 -1.20446
H -0.93626 2.21900 0.23109
H -0.13241 1.52733 1.51239
H 1.46640 -1.16230 -0.30995
H 0.44389 -1.31655 0.96555
H 2.58075 0.88748 0.90136

lowest unoccupied orbital energy = 1.0 eV
HOMO energy = -9.048 eV

=====

three) Density functional theory data (ωB97M-V/def2-TZVPD) for a single C4H10N2O molecule.

CARTESIAN COORDINATES (ANGSTROEM)
C -0.16722 2.06062 -0.04064
C 0.56905 0.95527 -0.13625
N 1.99992 0.98773 0.06127
N 0.36845 -0.32101 0.28434
C 0.86525 -1.58064 -0.23963
O -1.08241 -0.42304 0.93589
C -2.15401 -0.68245 0.06139
H -1.23969 1.99851 0.08088
H 0.29288 3.03706 -0.13015
H 2.34261 1.74783 0.63877
H 2.62411 0.19081 0.07256
H 0.09018 -2.34744 -0.18667
H 1.22416 -1.45893 -1.26651
H 1.69152 -1.92446 0.38924
H -2.77960 0.21731 -0.05021
H -1.84839 -0.98876 -0.95352
H -2.79680 -1.46842 0.47925

lowest unoccupied orbital energy = 0.9 eV
HOMO energy = -8.061 eV

=====

four) Density functional theory data (ωB97M-V/def2-TZVPD) for 2 unconnected molecules or ions with the total composition C4H10N2O.

CARTESIAN COORDINATES (ANGSTROEM)
H 1.95522 2.03764 0.41848
N 2.02846 1.02383 0.45156
C 1.33302 0.41831 -0.37633
N 0.42834 0.49886 -1.46731
C 0.94993 -0.82188 -1.01856
C -0.06754 -1.79722 -0.48081
H 0.67915 0.89667 -2.36019
H 1.71925 -1.27582 -1.63902
H -0.40929 -2.45794 -1.27658
H 0.37971 -2.39839 0.30929
H -0.92742 -1.26781 -0.08300
C -1.46869 0.77918 1.60876
O -1.06591 1.55090 0.51201
H -0.60919 0.26923 2.07079
H -1.89637 1.45683 2.35216
H -2.22985 0.02867 1.34985
H -0.79880 1.05894 -0.37109

lowest unoccupied orbital energy = 0.8 eV
HOMO energy = -9.542 eV

=====

Energy above the most stable structure, in kJ/mol: one) 296.0; two) 0.0; three) 332.1; four) 135.6

=====

one) Density functional theory data (ωB97M-V/def2-TZVPD) for a single C4H10N2O molecule.

CARTESIAN COORDINATES (ANGSTROEM)
C -0.78709 1.95161 -0.75488
C -0.52297 0.45201 -0.56314
C 0.43084 -0.11192 -1.57283
O 0.16930 -0.27214 -2.74036
N 0.12918 0.38259 0.78879
C 0.23782 -0.91929 1.43083
N 0.94240 -1.90453 0.56106
H 0.02938 2.52210 -0.33107
H -0.87383 2.13406 -1.82934
H -1.74548 2.13560 -0.27107
H -1.42979 -0.16728 -0.56410
H 1.48088 -0.21347 -1.27199
H -0.26274 1.04390 1.44317
H -0.72345 -1.29599 1.82015
H 0.88165 -0.81050 2.30383
H 1.73419 -2.23225 1.08262
H 0.30973 -2.69451 0.46832

lowest unoccupied orbital energy = 0.9 eV
HOMO energy = -9.093 eV

=====

two) Density functional theory data (ωB97M-V/def2-TZVPD) for 2 unconnected molecules or ions with the total composition C4H10N2O.

CARTESIAN COORDINATES (ANGSTROEM)
C -2.37661 -0.37832 0.51164
N -2.09611 0.04292 -0.67368
C -1.76835 1.37274 -0.77708
O -1.68821 2.17482 0.14642
H -2.36786 0.25335 1.41756
H -2.64318 -1.43714 0.66042
H -1.55276 1.69773 -1.81002
C 1.43784 -0.77775 -1.08606
N 2.17325 -0.40916 0.11579
C 1.26831 -0.13611 1.22356
H 2.14496 -1.01236 -1.88766
H 0.80098 0.04116 -1.43328
H 0.82218 -1.66765 -0.91947
H 2.72674 0.42634 -0.07395
H 0.64908 -1.00908 1.45452
H 1.84977 0.09967 2.12007
H 0.61998 0.71886 1.01121

lowest unoccupied orbital energy = -0.6 eV
HOMO energy = -8.795 eV

=====

Energy above the most stable structure, in kJ/mol: one) 0.0; two) 75.6

=====

one) Density functional theory data (ωB97M-V/def2-TZVPD) for a single C4H10N2O molecule.

CARTESIAN COORDINATES (ANGSTROEM)
C 0.20369 0.61619 2.30074
C 0.67381 0.68325 0.82625
C -0.59067 0.48538 0.03563
N -0.27602 0.48782 -1.45414
C -0.27252 -0.68404 -2.21734
N 0.12119 -1.75892 -1.33039
O -0.73857 -0.84144 -3.31059
H -0.21731 1.58727 2.59032
H -0.52610 -0.14795 2.55309
H 1.06093 0.38814 2.95589
H 1.35501 -0.16215 0.59254
H 0.99212 1.71348 0.56803
H -0.91405 -0.55224 0.19335
H -1.33566 1.30927 0.25698
H -0.37548 1.40279 -1.85718
H 1.11410 -1.85424 -1.21403
H -0.27447 -2.67262 -1.48916

lowest unoccupied orbital energy = 0.9 eV
HOMO energy = -9.322 eV

=====

two) Density functional theory data (ωB97M-V/def2-TZVPD) for a molecular structure, C4H10N2O.

CARTESIAN COORDINATES (ANGSTROEM)
C -1.69518 0.35923 1.26302
C -0.97754 -0.23833 0.06176
N -0.29077 0.79747 -0.75878
N -1.41763 -1.21201 -0.69214
H -0.34508 0.54585 -1.74316
H -0.45286 1.76776 -0.50960
H -1.95855 -1.88324 -0.15432
H -2.54201 0.96452 0.93271
H -1.01933 0.98385 1.85026
H -2.05963 -0.44385 1.90210
C 2.17844 -0.55620 -0.73514
C 1.30982 0.40715 0.02439
O 1.67168 1.36377 0.66842
H 0.37022 -0.50555 0.62161
H 1.58222 -1.28679 -1.28301
H 2.82728 -1.06783 -0.02667
H 2.81893 0.00417 -1.42142

lowest unoccupied orbital energy = 0.9 eV
HOMO energy = -8.001 eV

=====

three) Density functional theory data (ωB97M-V/def2-TZVPD) for 3 unconnected molecules or ions with the total composition C4H10N2O.

CARTESIAN COORDINATES (ANGSTROEM)
C 0.95219 -1.28523 1.35051
C 0.07351 1.62805 0.46781
N 0.27014 0.44301 -0.37013
C -0.48520 -0.55499 -0.30980
N -0.95399 0.90908 -2.23698
C -1.32520 -1.52861 -0.55237
O 1.96030 -0.51997 1.83582
H 2.62153 -0.38290 1.14341
H -1.23943 1.85971 -1.98761
H -0.10410 1.04119 -2.79113
H 1.23260 -2.11206 0.70833
H 0.15808 -1.42533 2.07180
H -0.96391 1.74367 0.78784
H 0.72863 1.55235 1.33902
H 0.38217 2.50383 -0.10075
H -1.36598 -2.40450 0.08500
H -1.94133 -1.46728 -1.44077

lowest unoccupied orbital energy (alpha / beta) = 0.7 / 0.3 eV
HOMO energy (alpha / beta) = -8.734 / -7.056 eV

=====

four) Density functional theory data (ωB97M-V/def2-TZVPD) for 2 unconnected molecules or ions with the total composition C4H10N2O.

CARTESIAN COORDINATES (ANGSTROEM)
C 1.22618 0.16647 0.89107
N -0.08555 0.02588 0.27898
C -0.88671 -1.01855 0.89012
C -0.84074 1.26918 0.22908
H 1.20347 0.77044 1.80965
H 1.60292 -0.83208 1.11990
H 1.87298 0.60035 0.13162
H -1.10543 -0.77318 1.93950
H -0.35889 -1.97664 0.84531
H -1.81667 -1.10134 0.32570
H -0.28592 2.04844 -0.30464
H -1.76937 1.07070 -0.31131
H -1.08008 1.62118 1.24327
N 1.39587 -0.27427 -1.82304
C 0.16596 -0.45751 -1.74235
O -0.95010 -0.70926 -2.05628
H 1.76965 -0.42295 -2.75158

lowest unoccupied orbital energy = 0.9 eV
HOMO energy = -9.361 eV

=====

Energy above the most stable structure, in kJ/mol: one) 0.0; two) 287.8; three) 624.1; four) 63.3